Arrangement a

{"formula": "C16H25NO5", "method": "ωB97M-V/def2-TZVPD", "species": ["O", "O", "O", "O", "O", "N", "C", "C", "C", "C", "C", "C", "C", "C", "C", "C", "C", "C", "C", "C", "C", "C", "H", "H", "H", "H", "H", "H", "H", "H", "H", "H", "H", "H", "H", "H", "H", "H", "H", "H", "H", "H", "H", "H", "H", "H", "H"], "coordinates": [[1.40757, 2.68254, -3.67945], [-1.13539, -1.22623, 3.03988], [1.72476, -1.80724, -2.62524], [-0.50888, 1.26586, 1.96931], [-0.60725, -3.50905, 1.55971], [0.55346, 0.09046, -2.97122], [2.11124, 1.55388, -4.15710], [2.21924, 3.81950, -3.54718], [0.18751, 0.20424, -0.10466], [1.50789, -3.97509, 2.68624], [0.97952, -0.94426, -2.20360], [-3.41199, -0.52582, 2.47335], [-0.61552, -1.08628, 1.77879], [0.42024, -0.96479, -0.82084], [0.19073, -2.19024, -0.21785], [1.12967, 0.38531, -4.25812], [-1.70228, 2.83434, 0.51632], [-0.30856, 0.15748, 1.19077], [-0.01022, -3.88129, 2.79468], [-0.32522, -2.26277, 1.06864], [-2.23142, -0.41325, 3.43025], [-0.48287, 2.55452, 1.38999], [1.78681, -4.65736, 1.88676], [-4.26274, 0.01817, 2.87493], [1.57964, 4.62003, -3.18054], [1.92973, -2.99600, 2.46826], [0.39503, -3.10073, -0.75735], [1.65467, -0.51064, -4.59479], [0.33218, 0.64011, -4.96085], [-3.15575, -0.11175, 1.50038], [0.44636, 2.71418, 0.82992], [-2.61088, 2.73391, 1.10530], [1.92211, -4.33693, 3.62334], [0.44441, 1.15526, -0.54386], [2.65404, 4.11224, -4.51058], [-1.92122, 0.63079, 3.53646], [3.03496, 3.64550, -2.83397], [-3.68723, -1.56979, 2.34094], [-2.50200, -0.80507, 4.41477], [-0.28950, -3.18104, 3.58733], [0.00196, 0.82660, -2.56208], [-1.75326, 2.13516, -0.31525], [-0.47925, 3.22994, 2.25019], [2.54908, 1.76574, -5.14373], [-1.64711, 3.84553, 0.12300], [-0.44009, -4.86242, 3.01190], [2.92580, 1.29678, -3.46312]], "mulliken_charge": [-0.303, -0.561, -0.672, -0.486, -0.518, -0.134, -0.442, -0.775, -0.633, -1.156, 0.129, -1.074, 0.962, 0.190, -0.843, -0.984, -1.028, 0.232, -0.142, 0.232, -0.293, -0.546, 0.289, 0.396, 0.238, 0.302, 0.504, 0.435, 0.337, 0.231, 0.392, 0.301, 0.404, 0.777, 0.316, 0.205, 0.316, 0.322, 0.409, 0.175, 0.217, 0.299, 0.385, 0.444, 0.411, 0.392, 0.345], "smiles": "CCOc1cc(C(=O)NCCOC)cc(OCC)c1OCC", "e_lumo_ev": 0.64, "homo_ev": -8.37}

***

Arrangement b

{"formula": "C16H25NO5", "method": "ωB97M-V/def2-TZVPD", "species": ["O", "O", "O", "O", "O", "N", "C", "C", "C", "C", "C", "C", "C", "C", "C", "C", "C", "C", "C", "C", "C", "C", "H", "H", "H", "H", "H", "H", "H", "H", "H", "H", "H", "H", "H", "H", "H", "H", "H", "H", "H", "H", "H", "H", "H", "H", "H"], "coordinates": [[-2.54827, 1.94113, 0.52711], [2.85566, -2.12563, 2.89902], [3.84659, 2.71862, -0.24813], [-0.47054, 2.51702, 1.12331], [-2.92156, -0.50965, 0.04876], [3.42061, -0.16651, -0.20349], [-3.82353, -1.56310, -0.22643], [-0.77890, 0.46858, -0.02624], [4.59939, 0.47429, -0.77390], [0.57447, 0.38243, -0.33011], [-1.06595, -1.76049, -0.87747], [2.50184, -1.43406, 1.72567], [-3.01688, 3.13909, 1.12425], [2.59798, -0.80986, -1.21925], [-5.20886, -1.09879, 0.21409], [-1.22977, 1.73274, 0.60236], [-5.68077, 0.09012, -0.61327], [-1.62611, -0.62381, -0.29580], [1.12860, -0.75301, -0.89403], [0.28425, -1.82004, -1.16903], [4.23523, 1.86941, -1.29337], [3.73703, -1.05410, 0.89985], [4.43028, -0.52724, 1.56418], [-4.95003, 0.89126, -0.54483], [0.68401, -2.72026, -1.61434], [-6.63853, 0.45213, -0.24833], [-5.15602, -0.81388, 1.26551], [3.43617, 1.79838, -2.04633], [5.34572, 0.60237, 0.01267], [-5.90494, -1.93362, 0.11602], [-2.57862, 4.00854, 0.62869], [2.75187, -0.28415, -2.16704], [-5.79293, -0.19098, -1.65838], [3.39720, -1.54877, 3.44968], [5.05404, -0.12173, -1.58051], [-1.68287, -2.61663, -1.09983], [-4.09770, 3.13647, 1.00686], [5.10856, 2.33278, -1.75857], [4.23440, -1.98015, 0.55910], [-3.53189, -2.46760, 0.32566], [1.92800, -0.52703, 1.95758], [-2.74579, 3.16844, 2.18181], [2.90312, -1.85874, -1.37256], [1.19440, 1.23665, -0.10743], [1.85632, -2.11705, 1.17207], [3.17207, 2.25541, 0.26608], [-3.82735, -1.78897, -1.30164]], "mulliken_charge": [-0.192, -0.554, -0.572, -0.658, -0.350, 0.635, -0.787, 0.331, -0.806, 0.026, -0.612, -0.357, -0.752, -1.456, -0.588, 0.383, -1.007, 0.947, 0.398, -1.247, -0.377, -0.828, 0.618, 0.167, 0.384, 0.350, 0.274, 0.218, 0.413, 0.378, 0.309, 0.446, 0.313, 0.340, 0.331, 0.396, 0.234, 0.420, 0.196, 0.461, 0.275, 0.320, 0.273, 0.336, 0.186, 0.327, 0.454], "smiles": "CCCOc1ccc(CN(CCO)CCO)cc1C(=O)OC", "e_lumo_ev": 0.64, "homo_ev": -8.56}

***

Among the structures shown above, arrangement b is the most stable, with the second-best lying 0.261 eV higher.